Molecular formula: C51H46N17O2Se2Tc
Method: DFT, wB97M-V/def2-TZVPD

Properties
Electronic energy: -7936.00001 hartree
Net charge: 0
Kohn-Sham gap: 5.576 eV
Relative energy (zero: lowest compared OMol25 entry of this formula, charge and spin): 0.0 kcal/mol
F_max: 2.79 eV/Å
LUMO: -1.249 eV

The geometry in XYZ format:
```
119
Properties=species:S:1:pos:R:3:forces:R:3:mulliken_charge:R:1
Tc -1.123676 0.066812 -0.046908 0.200 -1.438 0.366 -0.824
N -4.207798 1.652034 0.844465 0.400 0.372 -0.377 0.191
C -3.075027 1.889452 1.644368 -0.403 -0.395 0.445 -0.081
N -3.198771 2.628065 2.733646 0.282 0.201 -0.642 -0.544
N -1.989234 2.597335 3.299719 0.896 -1.038 -0.367 -0.908
N -1.188034 1.804445 2.630371 -0.598 0.374 0.315 -0.661
N -1.856566 1.302958 1.554113 -0.791 1.221 0.173 1.393
C -4.119865 0.940605 -0.319787 -0.047 0.175 1.627 -0.798
N -5.195788 0.620532 -1.018082 -0.940 0.035 -0.684 -0.549
N -4.790775 -0.145111 -1.988274 0.776 -0.259 -0.708 -1.144
N -3.487519 -0.254706 -1.865458 0.090 -1.550 -0.426 0.144
N -3.041111 0.338031 -0.773048 0.592 0.942 -0.205 2.458
H -4.993309 2.317320 0.882148 0.845 -0.501 0.232 0.430
Se -5.308972 -3.300768 0.356517 0.014 0.044 -0.649 0.197
N -4.976951 -3.645682 2.047796 0.588 0.960 0.455 -0.825
C -3.911450 -2.902775 2.351676 -0.163 -0.975 0.363 0.358
C -3.417028 -2.686813 3.678144 0.580 0.497 -0.161 -0.877
C -2.355625 -1.829675 3.772681 -0.159 -0.366 1.672 -1.453
C -1.674851 -1.316395 2.641253 -0.673 -0.531 -0.559 -0.603
N -2.047134 -1.513749 1.411726 -1.023 0.110 -0.680 1.605
C -3.267116 -2.233461 1.249958 1.715 1.171 1.489 0.088
N -3.889747 -2.242410 0.135578 -0.960 -0.567 -1.485 -0.015
H -3.926348 -3.149580 4.522387 0.203 0.228 -0.147 0.478
H -1.932232 -1.489547 4.738325 -0.492 -0.503 -0.557 0.573
H -0.796162 -0.727366 2.763885 0.398 0.294 0.311 0.764
C 3.541686 1.968712 3.308926 0.558 -0.472 1.266 -1.213
C 4.225663 0.597077 3.425793 -0.103 -0.565 -0.506 0.493
C 5.200510 0.214756 2.292692 -0.945 2.364 -0.041 -0.728
C 4.370346 0.184759 0.973995 1.424 -0.368 -0.154 -1.111
N 3.763840 -1.147526 0.860739 -1.424 -0.033 0.268 1.750
C 2.441385 -1.466230 1.028163 -0.263 1.163 -0.251 -1.314
Se 1.176635 -0.107953 1.392881 0.047 -0.210 -0.236 0.006
N 2.298706 -2.805070 0.912378 0.769 -0.471 0.779 1.726
C 1.178265 -3.642880 1.374152 1.047 0.322 -0.583 -1.285
C 1.514592 -4.533387 2.533456 1.515 0.915 0.947 -0.937
C 2.098902 -3.825147 3.773571 0.280 0.462 -0.281 -0.479
C 1.196976 -2.702532 4.257897 0.315 -0.797 1.680 -0.825
C 3.574298 -3.375625 0.728541 -0.953 -1.062 -0.276 0.187
C 3.957359 -4.711538 0.437636 0.991 0.937 0.097 -0.735
C 5.327013 -4.890710 0.181710 -0.660 1.288 0.220 -0.999
C 6.230925 -3.793775 0.139321 -1.123 0.839 -0.638 -1.026
C 5.781217 -2.482061 0.292222 -0.895 -1.298 1.258 -0.533
C 4.451307 -2.321011 0.718020 1.928 0.014 -1.383 0.184
H 2.693913 1.974861 4.037927 0.742 0.410 -0.591 0.323
H 3.150194 2.199363 2.332799 -0.254 -0.090 -0.295 0.273
H 4.313357 2.713745 3.538041 -0.448 0.228 0.193 0.388
H 3.470556 -0.164778 3.344874 -0.729 -0.432 0.326 -0.498
H 4.693546 0.440729 4.402617 0.006 0.293 -0.076 0.523
H 5.660839 -0.717612 2.516062 0.429 -0.831 -0.036 0.412
H 5.973626 0.999580 2.278262 -0.023 -0.310 -0.435 0.416
H 4.973558 0.437583 0.060279 -0.436 -0.664 0.806 0.250
H 3.571920 0.914678 1.006486 -0.152 -0.124 -0.012 0.196
H 0.952443 -4.288170 0.559378 -0.472 -0.521 -0.910 0.319
H 0.358139 -2.990757 1.526812 -0.879 0.647 0.381 0.258
H 2.274879 -5.246895 2.258649 0.008 -0.455 -0.358 0.383
H 0.630755 -5.073236 2.778997 -0.813 -0.475 0.363 0.652
H 3.097317 -3.388301 3.589978 -0.241 -0.264 -0.419 0.128
H 2.304030 -4.599335 4.512353 -0.304 0.085 0.297 0.524
H 1.161796 -1.886156 3.589377 -0.337 0.694 -1.138 -0.123
H 1.533599 -2.218473 5.189185 0.068 -0.495 -0.076 0.436
H 0.219010 -3.128453 4.453940 -0.440 0.259 -0.046 0.352
H 3.272003 -5.563920 0.390753 0.221 0.541 0.035 0.443
H 5.657781 -5.868214 -0.052796 0.444 -0.774 -0.131 0.486
H 7.237019 -3.843098 -0.221914 0.472 -0.768 0.084 0.433
H 6.411518 -1.628752 0.202355 0.510 0.368 -0.169 0.539
N -4.171821 -5.885770 -3.027284 0.757 1.599 0.570 -0.594
C -3.628050 -4.902844 -2.718870 -0.196 -1.043 -0.304 -0.147
C -2.863601 -3.692820 -2.370309 -1.209 -1.370 -0.216 0.271
C -3.327765 -2.543169 -2.880494 1.305 0.804 0.807 -1.457
C -2.536034 -1.260156 -2.565135 -0.775 0.608 0.135 0.148
C -1.251261 -1.420011 -1.681282 -0.129 0.310 -0.391 1.237
C -0.948858 -2.772191 -1.237017 -1.101 0.257 -0.107 0.312
C -1.732819 -3.842995 -1.470274 0.839 0.925 0.155 -0.895
H -4.252830 -2.505971 -3.449948 0.361 0.140 -0.053 0.407
H -2.291945 -0.707990 -3.485286 0.015 -0.452 0.146 0.698
H -0.132598 -2.911058 -0.568039 0.523 0.220 0.200 -0.255
H -1.446805 -4.706399 -0.887190 -0.595 -0.606 -0.569 0.524
O -0.521155 0.610116 -2.889598 -0.192 -0.222 0.259 -0.462
C -0.801884 1.735840 -2.313835 0.135 0.760 -0.754 -0.771
N -1.292711 2.810422 -2.984285 0.242 -0.725 2.580 -0.072
C -1.487135 3.898177 -1.973087 -1.215 0.154 -0.989 4.132
C -0.845509 3.241217 -0.723130 -0.138 0.234 -0.753 -1.909
O -0.647037 3.828316 0.294609 0.106 0.104 0.558 -0.575
N -0.548540 1.922432 -1.029335 -0.609 -0.113 0.268 1.154
C -2.995995 4.227535 -1.661479 0.223 -0.010 0.677 -0.709
C -3.316119 5.060071 -0.565717 -0.775 -0.550 -0.257 0.191
C -4.698183 5.248713 -0.216501 2.701 0.140 0.675 -0.776
C -5.672678 4.597198 -0.901115 -0.861 0.116 -0.732 -0.563
C -5.350593 3.848176 -2.031218 0.011 0.492 0.577 -0.868
C -4.042618 3.691878 -2.423327 0.511 -0.068 0.469 -0.278
C -0.819977 5.131382 -2.528516 0.466 -0.259 0.967 -0.062
C -1.537057 5.912136 -3.422428 -0.462 0.185 -0.167 -0.408
C -0.899812 6.963672 -4.014726 0.732 1.634 -1.274 -0.745
C 0.447787 7.275328 -3.769225 -0.287 -0.561 0.883 -0.635
C 1.138609 6.543172 -2.808619 -0.592 -1.119 0.507 -0.836
C 0.489869 5.445142 -2.176208 0.620 0.438 -0.707 -0.434
H -1.530492 2.836228 -3.940703 -0.145 0.026 -0.890 0.297
H -2.504260 5.490414 0.032572 -0.473 -0.141 -0.201 0.465
H -4.935378 5.833297 0.670331 0.073 0.004 -0.249 0.397
H -6.709887 4.776732 -0.624795 0.120 -0.308 -0.051 0.378
H -6.140144 3.395936 -2.571743 -0.548 -0.442 -0.592 0.420
H -3.834754 3.113116 -3.300629 0.136 -0.339 -0.299 0.317
H -2.599238 5.750989 -3.656533 0.598 -0.158 0.270 0.342
H -1.405727 7.638134 -4.730323 0.033 -0.656 0.465 0.353
H 0.904014 8.106865 -4.275160 0.125 0.168 -0.090 0.417
H 2.163337 6.725517 -2.493873 -0.143 0.284 -0.357 0.408
H 1.065024 4.807338 -1.476231 -0.574 0.570 -0.389 0.330
C -0.157708 -0.449267 -1.824462 -0.409 -0.189 -0.346 0.608
C 1.293546 -0.792028 -2.051038 -0.992 -0.073 -0.380 0.672
C 2.211149 0.245285 -1.956771 0.104 1.295 0.177 -0.004
C 3.548364 0.025472 -2.195614 0.786 -1.255 0.323 -0.942
C 3.991290 -1.289322 -2.456296 0.844 0.494 -0.527 -0.488
C 3.062524 -2.312785 -2.600176 1.309 -1.390 -0.290 -0.636
C 1.726203 -2.071298 -2.442250 -0.987 0.803 0.458 -0.501
H 1.922152 1.291679 -1.693524 -0.114 -1.159 -0.125 0.061
H 4.277721 0.814196 -2.021143 -0.182 -0.045 -0.387 0.578
H 5.075047 -1.490698 -2.640203 -1.047 0.180 0.316 0.325
H 3.378552 -3.369665 -2.831700 -0.153 1.337 0.165 0.373
H 1.013440 -2.869498 -2.614544 0.013 0.124 0.076 0.542
```
Positions in Å, forces in eV/Å.


Molecular formula: CH4N2OS2
Method: DFT, wB97M-V/def2-TZVPD

Properties
Electronic energy: -1021.45469 hartree
Net charge: 0
Kohn-Sham gap: 9.273 eV
Relative energy (zero: lowest compared OMol25 entry of this formula, charge and spin): 108.5 kcal/mol
F_max: 7.55 eV/Å
LUMO: -0.131 eV

The geometry in XYZ format:
```
10
Properties=species:S:1:pos:R:3:forces:R:3:nbo_charge:R:1
C -0.346894 -0.002411 0.076010 0.647 -4.581 -1.817 0.138
H -2.549036 0.052320 -0.490098 -1.677 -2.242 2.440 0.446
H -1.043066 -1.722365 -1.090528 -0.899 2.288 3.717 0.376
H 0.793510 -1.471404 1.100991 0.786 2.869 -4.280 0.403
H 2.403082 0.756784 0.858929 0.469 1.172 1.020 0.073
N -1.276949 -1.118902 -0.090077 3.483 -2.282 -1.635 -0.358
N 0.964848 -0.684890 0.078001 -4.869 -3.217 4.792 -0.841
O -2.590544 -0.856556 0.139519 0.398 3.799 -3.440 -0.528
S -0.876824 1.484575 -0.018568 0.214 1.641 0.271 -0.002
S 2.463445 -0.117193 -0.098118 1.448 0.553 -1.070 0.294
```
Positions in Å, forces in eV/Å.


Molecular formula: C24H56B3IO8
Method: DFT, wB97M-V/def2-TZVPD

Properties
Electronic energy: -1922.33942 hartree
Net charge: 0
Kohn-Sham gap: 7.497 eV
F_max: 2.86 eV/Å
LUMO: 0.413 eV

The geometry in XYZ format:
```
92
Properties=species:S:1:pos:R:3:forces:R:3:mulliken_charge:R:1
C 6.445211 -1.488693 1.986397 -0.373 -0.630 0.461 -0.558
O 6.356739 -2.148738 0.715351 0.389 0.617 -0.218 -0.407
C 5.818206 -1.266817 -0.289091 -0.745 -0.064 -0.166 -0.322
B 4.226227 -1.180832 -0.067896 0.110 1.062 1.002 -0.063
O 3.277384 -2.117569 -0.571527 0.292 1.672 -1.599 -0.043
B 2.414227 -1.371165 -1.434070 -0.472 0.093 1.130 0.367
I 2.029555 -1.976491 -3.489312 0.128 0.220 0.893 -0.101
O 1.817000 -0.229406 -0.874225 1.168 -1.600 0.169 -0.384
B 2.278315 -0.137250 0.472443 0.127 0.520 1.121 1.039
C 1.298077 -0.054229 1.744331 0.028 1.113 -1.006 -1.167
C -0.199526 0.151048 1.311141 0.070 -0.203 1.550 -1.006
C -1.012963 -1.166306 1.047399 0.274 -0.055 -1.471 1.554
C -1.661454 -1.072086 -0.405264 -0.237 -0.164 0.301 -1.255
C -0.170722 -2.487189 1.058990 -1.493 -0.644 -0.225 -0.425
C -1.215658 -3.687538 1.129816 -0.584 -1.287 1.136 -0.397
C -0.784265 -4.888763 0.260803 0.397 -0.284 0.958 -0.924
C 0.294851 -5.721687 0.571048 -0.091 0.605 -0.660 0.702
C 0.415051 -6.637996 1.817769 1.101 1.074 0.004 -1.121
C 1.484214 -5.739209 -0.457027 -2.208 -1.814 -0.156 -1.216
O 3.699234 -0.081201 0.665278 -1.135 -1.823 -1.545 -0.598
H 5.683126 -1.975566 2.641792 0.546 0.564 -0.167 0.217
H 7.450285 -1.649319 2.431108 -0.559 0.049 -0.388 0.260
H 6.237142 -0.401305 1.930685 0.110 -0.586 -0.053 0.235
H 6.308853 -0.274347 -0.190102 -0.359 -0.447 -0.258 0.319
H 5.989249 -1.655963 -1.320894 0.320 -0.035 0.875 0.142
H 1.608831 0.887070 2.271819 -0.042 -0.705 -0.269 0.437
H 1.471324 -0.873385 2.468426 -0.097 0.412 -0.442 0.362
H -0.212026 0.858707 0.458635 -0.154 -0.589 0.359 0.430
H -0.703480 0.676958 2.162088 0.293 -0.266 -0.660 0.302
H -1.853378 -1.304926 1.776418 0.942 0.446 -0.422 -0.086
H -1.208547 -1.815218 -1.106178 -0.485 0.347 0.571 0.287
H -2.761127 -1.232191 -0.316153 0.764 0.008 -0.391 0.181
H -1.511053 -0.081277 -0.871915 -0.154 -0.484 0.424 0.280
H 0.360375 -2.623664 0.089825 0.115 0.314 0.811 -0.292
H 0.483789 -2.619306 1.940866 -0.068 0.226 -0.685 0.310
H -1.247097 -3.997340 2.208233 -0.033 0.200 -0.657 0.395
H -2.249299 -3.339164 0.904245 0.757 -0.221 -0.124 0.376
H -1.379737 -5.142569 -0.642655 1.356 1.372 -0.435 0.345
H 0.772760 -6.101507 2.729448 -0.473 -0.463 -0.377 0.241
H -0.531765 -7.182227 1.992117 0.481 0.544 0.059 0.301
H 1.204182 -7.396962 1.601394 -0.556 0.515 0.091 0.377
H 1.645412 -6.801440 -0.749709 0.566 0.623 0.021 0.497
H 1.155603 -5.176053 -1.357818 0.531 -0.189 0.609 0.246
H 2.386554 -5.305911 0.011563 -0.522 -0.117 -0.233 0.199
C 6.929220 -0.937909 -6.082690 0.245 -0.006 -0.076 -1.036
C 5.862174 -1.029120 -7.162805 -0.232 -0.068 0.652 0.324
C 4.641126 -0.196214 -6.805223 -0.129 0.106 -0.186 -0.971
O 5.477340 -2.391298 -7.340109 0.121 -0.006 -0.395 -0.541
H 6.549911 -1.319589 -5.129880 -0.096 0.092 -0.019 0.163
H 7.795256 -1.547238 -6.347595 -0.023 0.058 -0.044 0.313
H 7.258734 0.093103 -5.937950 -0.008 -0.031 0.034 0.355
H 6.273742 -0.687079 -8.114412 -0.043 -0.192 -0.046 0.291
H 4.186274 -0.553407 -5.876416 0.120 0.030 0.056 0.105
H 3.879950 -0.278050 -7.583431 0.073 0.029 -0.020 0.302
H 4.902505 0.856880 -6.681913 -0.031 -0.023 0.027 0.351
H 5.112460 -2.705762 -6.506787 -0.013 0.009 0.042 0.337
C -4.421413 3.696879 -0.578185 0.097 0.087 -0.228 -1.354
C -4.294381 2.182953 -0.646306 -0.154 0.305 0.653 0.374
C -5.400174 1.498520 0.142705 -0.082 -0.251 -0.103 -1.321
O -3.025341 1.784177 -0.130666 0.129 -0.080 -0.323 -0.302
H -4.340050 4.047999 0.455228 -0.113 -0.083 0.025 0.313
H -3.617153 4.175177 -1.139949 -0.076 -0.016 -0.043 0.297
H -5.377263 4.032382 -0.984743 0.038 0.049 0.039 0.394
H -4.332264 1.858466 -1.688221 0.185 -0.071 0.054 0.308
H -5.350416 1.775818 1.200205 -0.004 0.120 -0.044 0.274
H -5.291160 0.413221 0.092939 -0.004 0.041 -0.050 0.314
H -6.385893 1.768746 -0.241762 0.013 0.002 0.045 0.433
H -2.978116 2.063630 0.789348 -0.026 -0.001 0.035 0.260
C -3.368055 -0.730210 5.979232 0.240 0.090 0.065 -1.413
C -3.902438 -0.205269 4.655725 -0.357 -0.539 0.286 0.498
C -5.418907 -0.091054 4.678301 -0.094 0.198 -0.148 -1.254
O -3.503994 -1.077328 3.598899 0.210 0.294 -0.197 -0.430
H -3.760647 -1.730000 6.186711 -0.118 0.064 -0.011 0.350
H -2.280284 -0.815899 5.945949 -0.034 0.069 -0.010 0.323
H -3.641288 -0.070990 6.805620 -0.001 -0.048 -0.001 0.402
H -3.463892 0.772452 4.444994 0.072 -0.102 -0.156 0.231
H -5.879031 -1.069771 4.842924 0.073 0.005 0.109 0.354
H -5.789632 0.277723 3.719860 0.045 0.039 0.040 0.225
H -5.752922 0.587013 5.466233 -0.019 -0.042 -0.012 0.401
H -3.883723 -1.945071 3.771170 -0.018 -0.024 0.015 0.281
C -2.850807 8.857310 0.510233 -0.138 0.001 0.222 -1.382
C -2.746423 7.500510 -0.169217 0.212 0.547 -0.385 0.513
C -1.416389 7.343973 -0.890132 0.091 -0.244 -0.006 -1.235
O -3.816448 7.347719 -1.100309 -0.172 -0.352 0.204 -0.533
H -2.789459 9.664981 -0.225101 0.118 -0.057 -0.026 0.349
H -3.812943 8.959386 1.015648 0.050 -0.056 0.020 0.334
H -2.054370 8.994475 1.244517 -0.016 0.033 -0.032 0.369
H -2.855627 6.708550 0.574617 -0.156 -0.043 -0.120 0.261
H -1.307590 8.101601 -1.671852 -0.016 0.083 0.103 0.326
H -1.358709 6.370233 -1.380259 -0.006 0.004 0.080 0.306
H -0.577450 7.436345 -0.197372 -0.003 0.017 -0.045 0.368
H -3.733753 8.040045 -1.763373 0.027 0.034 -0.014 0.336
```
Positions in Å, forces in eV/Å.